1.
A 12-piece molecular cluster, C52H81F21O29 overall, computed with the ωB97M-V functional and the def2-TZVPD basis.

Its charge is +1. The multiplicity is 2. The orbital gap (alpha / beta) is 8.5 / 2.3 eV.

Each line ends with the Löwdin charge.
CARTESIAN COORDINATES (ANGSTROEM)
C  4.74092  0.27854  -2.19883  -0.073
O  5.10938  -0.98464  -2.76412  -0.154
C  4.11716  -2.00681  -2.58458  -0.174
C  4.71954  -3.38047  -2.76689  -0.062
O  5.25769  -3.60190  -4.09828  0.128
C  5.67642  -4.91256  -4.38661  -0.079
C  6.84560  -5.41383  -3.52374  -0.138
O  6.27851  -6.10893  -2.40601  -0.162
C  7.27867  -6.47557  -1.49866  -0.091
H  4.56733  0.22880  -1.12389  0.073
H  3.83945  0.67291  -2.66778  0.089
H  5.58853  0.95474  -2.31023  0.096
H  3.32228  -1.80963  -3.30388  0.142
H  3.66054  -2.00087  -1.59485  0.127
H  3.84530  -4.02696  -2.69037  0.157
H  5.49100  -3.55852  -2.01773  0.164
H  5.96804  -4.81814  -5.43262  0.152
H  4.73258  -5.45212  -4.30819  0.174
H  7.57843  -4.65628  -3.24592  0.149
H  7.34604  -6.09964  -4.20736  0.148
H  8.14729  -6.93240  -1.97288  0.103
H  6.69384  -7.15187  -0.87519  0.106
H  7.60289  -5.68571  -0.82109  0.098
C  0.84473  0.78241  -4.78375  -0.136
O  1.33263  0.93867  -6.08357  -0.165
C  0.25136  1.16699  -7.03308  -0.115
C  -0.50234  2.56417  -6.87306  -0.219
O  0.23530  3.71243  -6.99535  -0.127
C  -0.55298  4.91228  -6.88503  -0.163
C  0.30011  6.12027  -7.20944  -0.197
O  0.75201  6.18787  -8.56521  -0.176
C  1.61950  7.21279  -8.86858  -0.136
H  0.19578  -0.08384  -4.65500  0.069
H  0.40891  1.65874  -4.30397  0.085
H  1.64232  0.46987  -4.10976  0.057
H  -0.49623  0.37853  -6.94623  0.100
H  0.77370  1.25869  -7.98537  0.123
H  -1.03881  2.54366  -5.92444  0.100
H  -1.17474  2.67527  -7.72373  0.127
H  -0.90017  4.98676  -5.85448  0.124
H  -1.42744  4.92945  -7.53550  0.129
H  1.12255  6.27532  -6.51113  0.122
H  -0.29152  7.00549  -6.97603  0.119
H  1.99015  7.14557  -9.89141  0.090
H  2.46828  7.28873  -8.18895  0.089
H  0.98281  8.09727  -8.84741  0.087
C  -3.90526  -2.87628  5.64110  -0.037
C  -2.38290  -2.75617  5.46572  -0.187
O  -1.67999  -4.01311  5.37166  0.042
C  -1.77247  -4.71437  4.26782  -0.356
O  -2.44788  -4.33974  3.28320  0.110
C  -0.90386  -5.95116  4.33323  -0.568
F  -0.11842  -5.93767  5.43548  0.154
F  -1.62240  -7.02082  4.38104  0.229
F  -0.13741  -5.97228  3.21834  0.146
H  -4.28089  -1.85963  5.75701  0.057
H  -4.12915  -3.51598  6.49477  0.090
H  -4.34777  -3.20128  4.69947  0.075
H  -1.98195  -2.20439  6.31594  0.118
H  -2.16509  -2.13121  4.59965  0.091
C  -1.08178  3.03431  -1.61224  -0.031
C  -1.66472  1.62387  -1.59703  -0.191
O  -3.08177  1.56486  -1.83849  -0.017
C  -3.66909  1.63840  -3.04718  -0.324
O  -3.03304  1.88865  -4.04464  0.148
C  -5.22521  1.32547  -2.97655  -0.507
F  -5.57745  0.46689  -3.96463  0.147
F  -5.58113  0.73390  -1.80376  0.136
F  -5.92822  2.41420  -3.14165  0.200
H  -1.49591  3.63924  -0.80562  0.067
H  -1.35811  3.54312  -2.53574  0.076
H  0.00769  3.02663  -1.64542  0.070
H  -1.42857  1.25503  -0.59889  0.098
H  -1.14484  0.98385  -2.30992  0.111
C  2.37098  3.08454  0.32495  -0.038
C  3.66999  2.31281  0.56368  -0.188
O  4.56529  3.17622  1.31148  0.000
C  5.85632  3.37058  0.80393  -0.280
O  6.23877  2.90383  -0.24478  0.144
C  6.78526  4.29878  1.68558  -0.579
F  6.09833  4.89175  2.65805  0.168
F  7.72240  3.53580  2.22332  0.181
F  7.37854  5.27039  1.03073  0.195
H  1.84169  3.25805  1.26189  0.071
H  1.63976  2.63924  -0.34967  0.053
H  2.58595  4.06567  -0.09846  0.091
H  4.01497  2.10259  -0.44870  0.092
H  3.47917  1.40187  1.13100  0.103
C  -3.04289  -1.83263  -0.87889  -0.037
C  -2.07821  -2.28300  -1.95999  -0.159
O  -2.66291  -1.85575  -3.19730  0.037
C  -2.07340  -1.93671  -4.36152  -0.359
O  -0.91027  -2.35790  -4.52447  0.103
C  -2.86649  -1.42133  -5.55871  -0.521
F  -2.56322  -2.31748  -6.57385  0.124
F  -4.16637  -1.39277  -5.32887  0.192
F  -2.42108  -0.23610  -5.95589  0.171
H  -2.79563  -2.37710  0.03244  0.075
H  -4.10779  -2.05233  -0.95524  0.093
H  -3.03300  -0.75291  -0.72993  0.053
H  -2.05431  -3.37227  -1.99186  0.112
H  -1.11041  -1.79917  -1.82816  0.117
C  2.43309  -3.06195  5.28039  -0.050
C  2.04892  -1.61912  5.57481  -0.164
O  2.94380  -0.67493  4.83535  -0.057
C  4.03993  -0.02227  5.47213  -0.239
O  4.21505  -0.20121  6.69131  0.120
C  4.94539  0.83782  4.55531  -0.573
F  6.21042  0.71574  4.92221  0.196
F  4.76021  0.54068  3.26889  0.158
F  4.62484  2.11972  4.62551  0.184
H  3.34581  -3.32691  5.81408  0.086
H  2.52871  -3.31297  4.22400  0.071
H  1.57168  -3.65626  5.58513  0.068
H  2.09408  -1.33879  6.62718  0.123
H  1.07238  -1.43814  5.12569  0.090
C  -4.42861  1.68313  1.04951  -0.044
C  -4.30826  1.81529  2.56120  -0.141
O  -5.51905  1.20821  3.13761  0.018
C  -5.68781  -0.06905  3.42435  -0.362
O  -4.84864  -0.93954  3.19216  0.124
C  -7.10954  -0.41319  3.95613  -0.517
F  -7.91489  0.68019  4.05086  0.141
F  -7.68592  -1.23323  3.09004  0.184
F  -7.12845  -1.01648  5.15702  0.160
H  -3.58329  2.17221  0.56542  0.060
H  -5.27271  2.21703  0.61300  0.097
H  -4.27088  0.66306  0.69926  0.074
H  -4.35136  2.87586  2.80909  0.097
H  -3.39749  1.31630  2.89228  0.121
C  0.76040  -4.21891  -0.40818  -0.057
C  -0.10599  -5.42669  -0.31356  -0.204
O  -0.91789  -5.51293  -1.49958  0.003
C  -0.52942  -6.35961  -2.51244  -0.312
O  0.44247  -7.07393  -2.43613  0.145
C  -1.38942  -6.32322  -3.81399  -0.560
F  -1.93740  -7.46700  -4.14263  0.210
F  -2.39695  -5.44717  -3.66210  0.155
F  -0.57081  -5.87871  -4.76430  0.179
H  1.44289  -4.30879  0.43694  0.085
H  0.11940  -3.36620  -0.18431  0.058
H  1.32919  -4.06456  -1.32511  0.085
H  -0.66924  -5.43342  0.61961  0.123
H  0.56854  -6.27723  -0.21517  0.119
C  -0.82957  -1.40063  2.15370  0.016
C  0.27028  -0.38515  1.63697  -0.235
C  1.70513  -0.89780  1.63874  -0.070
O  2.12838  -0.69659  0.28407  0.046
C  1.12798  -0.26139  -0.49341  -0.574
O  1.26629  -0.01451  -1.67051  0.127
O  0.00945  -0.25854  0.22022  0.048
H  -1.80944  -1.00566  1.88546  0.082
H  -0.72744  -1.56801  3.22592  0.052
H  -0.74120  -2.42123  1.78132  0.068
H  0.24292  0.60434  2.09333  0.121
H  1.68291  -1.95986  1.88290  0.123
H  2.23860  -0.36431  2.42545  0.117
C  -3.46709  3.56767  6.13526  0.000
C  -2.59127  2.30625  6.47407  -0.263
C  -3.31319  0.97168  6.31632  -0.107
O  -2.34541  0.13705  5.73198  0.012
C  -1.28028  0.94928  5.25081  -0.462
O  -0.29750  0.55737  4.64437  0.140
O  -1.61229  2.19898  5.46840  0.100
H  -4.30693  3.65088  6.82507  0.091
H  -3.93379  3.50659  5.15211  0.056
H  -3.03484  4.56823  6.14544  0.074
H  -2.18675  2.43818  7.47759  0.159
H  -4.16099  1.03931  5.63458  0.124
H  -3.62793  0.58236  7.28454  0.146
C  -3.94168  5.68997  2.74975  -0.006
C  -2.46608  5.68988  2.24992  -0.251
C  -1.45270  5.73718  3.40446  -0.076
O  -0.58622  4.65612  3.05298  0.060
C  -1.22860  3.82313  2.13860  -0.548
O  -0.76866  2.75599  1.79299  0.130
O  -2.32762  4.36028  1.73629  0.083
H  -4.00207  5.19520  3.71913  0.058
H  -4.62628  5.19571  2.06047  0.086
H  -4.32571  6.70901  2.79631  0.089
H  -2.31535  6.51206  1.55034  0.157
H  -1.93741  5.45662  4.33958  0.109
H  -1.06808  6.75699  3.39226  0.143

---

2.
C19H43P3S2Ti as an isolated structure, computed with the ωB97M-V functional and the def2-TZVPD basis.

Its charge is +3. The multiplicity is 2. The orbital gap (alpha / beta) is 4.5 / 4.3 eV.

Each line ends with the Löwdin charge.
CARTESIAN COORDINATES (ANGSTROEM)
Ti  0.28620  -0.50318  -0.24529  0.189
P  -0.60181  1.63009  1.01211  0.742
P  -2.35206  -0.69458  -1.11087  0.847
P  2.45600  0.76365  -0.34987  0.752
H  0.42833  -2.29108  -7.54694  0.051
C  1.46549  -2.48430  -7.24779  -0.067
C  1.80949  -3.54004  -6.49598  -0.067
H  1.07062  -4.18798  -6.01387  0.045
C  -1.01441  3.07171  -0.04219  -0.216
C  -2.12817  1.49678  2.01906  -0.253
C  0.49465  2.35906  2.29603  -0.223
C  -2.63136  -2.03959  -2.28073  -0.189
C  -3.30218  -1.27532  0.33637  -0.178
C  -3.26435  0.71636  -1.78590  -0.187
C  3.68551  0.19471  -1.56014  -0.252
C  3.48224  0.76256  1.17124  -0.218
C  2.38717  2.55581  -0.75086  -0.230
H  2.22056  -1.79792  -7.64617  0.063
H  2.85818  -3.84595  -6.43973  0.062
H  -1.37697  3.88544  0.60387  0.085
H  -1.79886  2.80280  -0.76134  0.031
H  -0.13039  3.41094  -0.59388  0.033
H  -2.21833  2.40271  2.63291  0.076
H  -2.07385  0.62745  2.68498  0.042
H  -3.01956  1.42252  1.38735  0.042
H  -0.12139  2.98048  2.95945  0.075
H  1.28388  2.98609  1.87056  0.041
H  0.95172  1.56289  2.89592  0.048
H  -3.68663  -2.14356  -2.54659  0.096
H  -2.24337  -2.97277  -1.86092  0.080
H  -2.06235  -1.81569  -3.18062  0.017
H  -4.37037  -1.30069  0.05733  0.106
H  -3.17138  -0.61725  1.20247  0.023
H  -2.98048  -2.29025  0.61462  0.052
H  -4.22367  0.36494  -2.19056  0.092
H  -2.68116  1.17185  -2.59629  0.073
H  -3.45514  1.47693  -1.01812  0.050
H  4.54849  0.86768  -1.51523  0.076
H  3.28114  0.19680  -2.57430  0.038
H  4.00540  -0.82238  -1.32332  0.061
H  4.47986  1.14890  0.91557  0.085
H  3.59185  -0.26517  1.54088  0.046
H  3.03912  1.38781  1.95739  0.045
H  3.39405  2.85835  -1.07297  0.079
H  2.08439  3.16908  0.10785  0.036
H  1.68134  2.72933  -1.57450  0.050
C  0.64814  -1.61382  -3.35860  -0.645
C  0.78035  -0.30612  -3.85270  -0.108
C  0.00233  0.07389  -4.94813  -0.041
C  -0.97417  -0.78918  -5.46570  -0.048
C  -0.90934  -2.15137  -5.14902  -0.097
C  -0.09302  -2.56277  -4.10102  -0.155
S  1.20174  -2.12825  -1.78077  0.760
H  -0.80569  -0.41145  -1.67971  0.006
H  1.43834  0.41704  -3.37014  0.082
H  0.11214  1.07239  -5.37898  0.129
H  -1.71528  -0.41245  -6.18815  0.136
H  -1.50888  -2.87259  -5.71053  0.143
H  -0.06159  -3.59709  -3.76999  0.122
C  1.34102  -1.70819  2.88364  -0.267
S  -0.20140  -1.57777  1.91588  0.757
C  -0.44356  -3.29140  1.34474  -0.308
H  2.07871  -0.98175  2.52640  0.009
H  1.71721  -2.73222  2.77833  0.070
H  1.08169  -1.50252  3.92855  0.074
H  0.26023  -3.91682  1.91440  0.071
H  -1.47814  -3.58396  1.58451  0.059
H  -0.24256  -3.38641  0.26503  0.005

---

Number 1: calculated total energy -6308.7453 hartree. Number 2: calculated total energy -3418.5969 hartree.